[1]
The following is a quantum chemistry calculation of 2 unconnected molecules or ions with the total composition C3H3BrO2S in a non-equilibrium geometry, from the OMol25 dataset.

CARTESIAN COORDINATES (ANGSTROEM)
C: 0.1536 1.3057 -0.2310
S: 1.3592 0.3174 0.3387
O: 1.2974 -0.0961 1.6833
O: 2.0549 -0.4614 -0.6030
H: 0.2865 1.8747 -1.0848
H: -0.2177 1.8660 0.5488
C: -0.7750 -1.8349 -0.3771
C: -1.4340 -0.9049 0.0316
Br: -2.6919 0.3544 0.4767
H: -0.0331 -2.4209 -0.7832

Summary:
Net charge = 0
LUMO = -0.534 eV
Structure (SMILES) = C=S(=O)=O.C#CBr
Energy = -3238.60359 hartree

[2]
The following is a quantum chemistry calculation of 2 unconnected molecules or ions with the total composition C3H3BrO2S in a non-equilibrium geometry, from the OMol25 dataset.

CARTESIAN COORDINATES (ANGSTROEM)
C: -0.7771 -0.7334 -0.5185
S: 0.5573 -1.6284 -0.0825
O: 1.7164 -1.3165 -0.8654
O: 0.7906 -1.7952 1.3228
H: -1.5803 -1.1001 0.1242
H: -0.9256 -0.7856 -1.5788
C: 2.0285 0.8145 0.9488
C: 3.0961 0.6018 0.4486
Br: 4.6185 0.0540 -0.0472
H: 1.2439 0.9337 1.5752

Summary:
Net charge = 0
LUMO = -1.724 eV
Structure (SMILES) = C=S(=O)=O.C#CBr
Energy = -3238.58652 hartree

[3]
The following is a quantum chemistry calculation of a molecular structure, C3H3CaFO2 in a non-equilibrium geometry, from the OMol25 dataset.

CARTESIAN COORDINATES (ANGSTROEM)
F: 1.3043 1.3498 2.5642
H: 1.9710 -0.6154 -0.6001
H: 0.7919 1.1037 1.3885
O: -1.1430 0.3483 -0.0513
O: -0.0035 -1.3617 -0.7943
C: 0.2132 0.7365 -0.0470
C: 0.9027 -0.3456 -0.6221
C: -1.2449 -0.9031 -0.5317
H: 0.3498 1.7617 -0.4014
Ca: -3.1415 -2.0740 -0.9048

Summary:
Multiplicity = 2
Net charge = +1
LUMO (spin up / spin down) = -5.655 / -5.819 eV
Energy = -1043.62447 hartree

[4]
The following is a quantum chemistry calculation of a molecular structure, C3H3CaO2 in a non-equilibrium geometry, from the OMol25 dataset.

CARTESIAN COORDINATES (ANGSTROEM)
O: 1.2018 -0.2321 -0.7431
Ca: -2.6014 1.0084 -2.3639
O: -0.7290 0.5545 -1.5797
C: -0.0988 -0.0633 -0.7440
C: 1.3274 -0.2764 0.6765
C: -0.0849 -0.0451 0.9620
H: 2.0359 -1.0066 1.0626
H: -0.3883 0.9361 1.3443
H: -0.6627 -0.8754 1.3853

Summary:
Multiplicity = 2
Net charge = +2
LUMO (spin up / spin down) = -10.135 / -10.143 eV
Energy = -943.47999 hartree

[5]
The following is a quantum chemistry calculation of a molecular structure, C3H3CdLiO3 in a non-equilibrium geometry, from the OMol25 dataset.

CARTESIAN COORDINATES (ANGSTROEM)
O: 1.9532 0.7489 0.2297
C: 1.7307 -0.4594 0.2852
C: 0.5645 -1.0165 -0.4413
H: 2.2761 -1.1408 0.9382
H: 0.4311 -2.0755 -0.2620
H: 0.6180 -0.7411 -1.4892
Cd: 0.6975 2.1896 0.0019
O: -1.2096 -0.0380 -0.0984
C: -1.3841 1.1462 0.1558
O: -2.3801 1.7399 0.6673
Li: -3.2975 -0.3533 0.0127

Summary:
Multiplicity = 2
Net charge = +1
LUMO (spin up / spin down) = -4.846 / -4.973 eV
Energy = -516.75818 hartree

[6]
The following is a quantum chemistry calculation of a molecular structure, C3H3CeLiO4 in a non-equilibrium geometry, from the OMol25 dataset.

CARTESIAN COORDINATES (ANGSTROEM)
C: 1.3929 -2.3368 0.1053
C: 1.1155 -1.2917 -0.9360
O: 0.1659 -0.3149 -0.5740
C: 0.5206 0.7742 0.2059
O: 1.1658 0.7233 1.2466
O: -0.0035 1.8123 -0.2442
O: 1.0503 -2.2703 1.2667
H: 1.8679 -3.2556 -0.2917
H: 0.7069 -1.7826 -1.8288
H: 2.0859 -0.8313 -1.1907
Ce: -2.1381 1.0879 -1.2901
Li: 1.2389 -0.7261 2.4119

Summary:
Multiplicity = 3
Net charge = +2
LUMO (spin up / spin down) = -8.432 / -8.534 eV
Energy = -899.16426 hartree

[7]
The following is a quantum chemistry calculation of a single C3H3Cl2F molecule in a non-equilibrium geometry, from the OMol25 dataset.

CARTESIAN COORDINATES (ANGSTROEM)
F: 0.4655 -0.3697 -1.9574
C: -0.2005 -0.0461 -0.8288
C: 0.4265 0.7265 0.2759
Cl: -0.5143 2.0534 0.8550
C: 0.0109 -0.7457 0.4489
Cl: -1.3007 -1.2222 1.4867
H: -1.2338 0.2181 -1.0898
H: 1.4906 0.8027 0.2781
H: 0.8557 -1.4171 0.5314

Summary:
Net charge = 0
LUMO = 0.867 eV
Structure (SMILES) = F[C@@H]1[C@@H](Cl)[C@H]1Cl
Energy = -1136.31789 hartree

[8]
The following is a quantum chemistry calculation of a single C3H3Cl2F molecule in a non-equilibrium geometry, from the OMol25 dataset.

CARTESIAN COORDINATES (ANGSTROEM)
C: 1.4322 -0.0294 -0.3756
C: 0.3908 -0.1189 0.4484
F: 0.3956 -0.1380 1.7666
C: -1.0375 -0.0035 -0.0785
Cl: -2.0901 -1.3427 0.3854
Cl: -1.8396 1.5240 0.4571
H: 2.4681 -0.0040 0.0073
H: 1.3033 0.0742 -1.4378
H: -1.0228 0.0383 -1.1730

Summary:
Net charge = 0
LUMO = 0.814 eV
Structure (SMILES) = C=C(F)C(Cl)Cl
Energy = -1136.33174 hartree